No. 1
C4H5FOS | wB97M-V/def2-TZVPD

Last column: Mulliken charge in e.
Atoms and positions in Å:
C (-0.4083, 0.0801, -1.9205)  -0.3910
C (-0.1164, 0.1036, -0.3582)  0.4362
C (-0.0971, -1.0014, 0.3459)  -0.3311
C (0.5580, 0.4432, 1.9103)  -0.3124
H (0.4112, 0.5006, -2.3207)  0.2507
H (-0.7513, -0.8692, -2.4559)  0.2846
H (-0.5506, -1.9640, -0.0905)  0.2703
H (1.5657, 0.4136, 2.4776)  0.2756
H (-0.2797, 0.6457, 2.5662)  0.3117
O (0.4610, -0.9751, 1.5795)  -0.3745
F (-1.3808, 1.0792, -2.1139)  -0.2923
S (0.5881, 1.5437, 0.3803)  -0.1279

Computed properties:
relative energy (zero: lowest compared OMol25 entry of this formula, charge and spin) = 36.2 kcal per mole
total charge = 0
max |F| = 4.47 eV Å⁻¹
orbital gap = 8.946 eV
HOMO energy = -8.194 eV
energy = -728.629349 a.u.
SMILES = FCC1=COCS1

=====

No. 2
C4H5FS | wB97M-V/def2-TZVPD

Last column: Mulliken charge in e.
Atoms and positions in Å:
C (0.5703, 1.4851, -0.0250)  -0.2718
C (-0.1810, 2.4496, -0.4554)  0.2878
C (0.2320, -0.0220, -0.4399)  -0.5063
C (-1.2281, -0.3483, 0.1152)  -0.6037
F (-0.6293, 3.6466, -0.6144)  -0.1601
S (-2.3786, 0.5419, -0.9452)  -0.2523
H (1.5626, 1.5443, 0.5417)  0.3054
H (0.1875, -0.1133, -1.5896)  0.2613
H (1.1821, -0.5798, -0.0845)  0.3017
H (-1.5139, -1.3703, -0.0950)  0.2953
H (-1.3839, -0.1609, 1.1163)  0.3427

Computed properties:
relative energy (zero: lowest compared OMol25 entry of this formula, charge and spin) = 102.9 kcal per mole
total charge = 0
max |F| = 3.53 eV Å⁻¹
orbital gap (alpha / beta) = 6.808 / 6.810 eV
HOMO energy (alpha / beta) = -8.175 / -8.176 eV
energy = -653.276890 a.u.

=====

No. 3
C4H5FS3 | wB97M-V/def2-TZVPD

Last column: Mulliken charge in e.
Atoms and positions in Å:
C (1.3338, 0.1244, -0.5333)  -0.9453
C (-0.1707, 0.1699, -0.3003)  0.5867
C (-0.7610, 1.3687, -0.2961)  -0.1466
C (-0.9383, -1.0410, -0.0197)  0.0788
H (2.0698, -1.6753, 0.8579)  0.1070
H (1.7758, 1.1528, -0.8763)  0.3126
H (1.7482, -0.4988, -1.3530)  0.3700
H (-0.1872, 2.4639, -0.1703)  0.2011
H (-2.0832, 0.1057, 1.9907)  0.1697
F (-1.9960, 1.7428, -0.3294)  -0.1545
S (2.4104, -0.4310, 0.7577)  -0.1761
S (-2.5169, -0.9245, 0.8838)  -0.2080
S (-0.6847, -2.5575, -0.6119)  -0.1954

Computed properties:
relative energy (zero: lowest compared OMol25 entry of this formula, charge and spin) = 57.1 kcal per mole
total charge = 0
max |F| = 5.59 eV Å⁻¹
orbital gap = 7.738 eV
HOMO energy = -8.890 eV
energy = -1449.734396 a.u.
SMILES = F/C=C(/CS)C(=S)S

=====

- Look up the total charge of the first one.
  0

=====

- What is the formula in the second record?
  C4H5FS

=====

- Which value of max |F| does entry 2 give?
  3.53 eV Å⁻¹

=====

- What is the energy in the third record?
  -1449.734396 a.u.